Here is a 9-piece molecular cluster, C28H79N9O9 overall at a distorted geometry from the OMol25 dataset. Energies are from ωB97M-V/def2-TZVPD.

```
125
Properties=species:S:1:pos:R:3:mulliken_charge:R:1
C -12.0117 -16.3582 9.2445 -0.864
O -13.0715 -15.8037 9.9602 0.116
C -14.0807 -16.6908 10.3381 -1.217
C -15.0139 -15.9240 11.3575 0.397
C -16.2038 -16.7988 11.8600 -1.538
N -15.4650 -14.6527 10.8827 0.226
H -12.2672 -16.6444 8.1970 0.226
H -11.5896 -17.2978 9.7359 0.306
H -11.2436 -15.5695 9.1182 0.287
H -14.6178 -17.0273 9.5148 0.445
H -13.6671 -17.5426 10.8268 0.535
H -14.4043 -15.6711 12.2487 0.175
H -15.7599 -17.7733 12.1443 0.442
H -16.9036 -16.9443 11.0556 0.378
H -16.6577 -16.2641 12.6858 0.278
H -16.2090 -14.7726 10.1919 0.270
H -14.6841 -14.2903 10.3725 -0.378
C -17.4403 -5.6821 5.2426 -0.539
O -16.1880 -5.7895 4.6928 -0.417
C -15.2241 -6.5132 5.5265 -0.447
C -14.8701 -7.8312 4.8700 0.311
C -16.0884 -8.7584 4.6535 -1.572
N -13.6880 -8.4487 5.4918 -0.521
H -17.8513 -6.6609 5.3788 0.273
H -18.0876 -5.1138 4.5016 0.254
H -17.5023 -5.1630 6.2220 0.209
H -14.3314 -5.9043 5.6564 0.307
H -15.7275 -6.6304 6.4712 0.066
H -14.5331 -7.5333 3.8497 0.406
H -15.7443 -9.6650 4.2058 0.426
H -16.7651 -8.3801 3.9558 0.551
H -16.6372 -8.9677 5.5762 0.112
H -13.2917 -9.1772 4.8290 0.339
H -13.8149 -8.9499 6.3957 0.059
C -17.5441 -5.4100 9.8518 -0.788
O -17.9519 -6.4158 9.0303 -0.404
C -17.5500 -7.6248 9.6532 -0.128
C -18.2096 -8.8622 9.0924 0.337
C -19.4367 -9.1332 9.8562 -1.716
N -17.1764 -9.8835 9.2688 0.528
H -16.3987 -5.4603 9.9262 0.252
H -17.8506 -5.6053 10.8774 0.339
H -17.8628 -4.4142 9.6171 0.357
H -16.4891 -7.6453 9.3828 -0.186
H -17.6344 -7.6459 10.7246 0.501
H -18.4779 -8.6527 8.0881 0.159
H -19.1666 -9.1349 10.9211 0.269
H -19.8400 -10.1188 9.6794 0.424
H -20.1631 -8.3756 9.7441 0.458
H -17.5108 -10.8114 9.1735 0.226
H -16.3692 -9.8019 8.7153 -0.443
C -14.6880 -15.9746 4.5554 -0.843
O -14.8256 -15.0796 5.6208 -0.190
C -14.6504 -13.7560 5.3709 -0.952
C -14.5950 -13.0762 6.7948 0.125
C -15.7956 -13.4087 7.6126 -0.593
N -14.2638 -11.6272 6.6710 0.306
H -13.7097 -15.9007 4.0014 0.296
H -15.5433 -15.8156 3.8344 0.290
H -14.7487 -16.9329 4.9729 0.259
H -13.6684 -13.5356 4.9625 0.491
H -15.4801 -13.3631 4.7197 0.357
H -13.6698 -13.4749 7.2743 -0.150
H -16.7739 -13.1071 7.1913 0.360
H -15.6433 -13.0178 8.6306 -0.361
H -15.8457 -14.5296 7.6523 0.415
H -14.8554 -11.0957 6.0660 -0.115
H -13.2907 -11.5787 6.4477 0.019
C -15.7101 -10.3078 14.1205 -0.560
O -16.9728 -10.6145 13.5601 -0.285
C -17.3482 -11.9516 13.7214 -0.478
C -18.5601 -12.2993 12.7846 0.308
C -19.1425 -13.6666 13.0298 -1.412
N -18.2025 -11.9377 11.4313 -0.344
H -15.5781 -9.1871 13.8863 0.185
H -14.9302 -10.9667 13.6716 0.148
H -15.7387 -10.2756 15.1999 0.362
H -16.5527 -12.6745 13.3651 0.126
H -17.5839 -12.1288 14.7487 0.472
H -19.3848 -11.5928 12.9436 0.421
H -18.4483 -14.5028 13.1889 0.123
H -19.6846 -13.8428 12.0962 0.403
H -19.8683 -13.6187 13.8687 0.394
H -17.8919 -10.9921 11.4604 -0.027
H -17.3464 -12.4016 11.1306 0.089
N -9.3085 -10.1795 4.9652 -0.459
C -10.5574 -9.9810 5.4196 0.536
N -10.7433 -8.8472 6.1489 -0.338
O -11.4768 -10.7702 5.2035 -0.675
H -8.6545 -9.5223 5.4105 0.273
H -9.0895 -11.1528 4.7180 0.267
H -11.6174 -8.4827 5.8267 0.272
H -9.9380 -8.1911 6.1206 0.292
N -9.5126 -9.7419 8.5926 -0.148
C -8.3151 -9.6786 8.0541 0.511
N -7.3368 -10.4708 8.5936 -0.439
O -8.0256 -8.8835 7.1014 -0.786
H -10.2528 -9.3290 8.0672 0.163
H -9.8465 -10.6284 8.9491 0.201
H -7.4913 -10.5979 9.5855 0.215
H -6.4166 -10.2661 8.3355 0.271
C -11.2556 -11.6088 12.1640 -1.044
C -11.8527 -12.8674 11.6097 1.283
C -11.6168 -12.8971 10.1438 0.758
O -11.1497 -13.9925 12.2147 -0.672
H -10.3559 -11.3278 11.6140 0.212
H -10.9722 -11.6834 13.2371 0.357
H -12.0107 -10.8187 12.1928 0.333
H -12.9119 -12.9931 11.8567 -0.101
H -10.5376 -12.9429 9.9284 0.588
H -12.1450 -12.0455 9.6889 -0.554
H -12.0871 -13.7899 9.7293 -1.144
H -11.4876 -14.8568 11.8855 0.278
C -13.4379 -8.0605 10.1741 -1.987
C -13.6052 -9.4892 9.6764 1.575
C -14.2108 -10.3819 10.7452 0.236
O -14.4085 -9.4282 8.4486 0.360
H -14.4355 -7.5247 10.4279 0.159
H -13.0017 -7.5523 9.3592 0.541
H -12.7912 -7.9593 10.9793 0.490
H -12.5446 -9.8520 9.5091 -0.743
H -13.4971 -10.4146 11.6459 -0.520
H -14.2912 -11.4088 10.3373 -0.566
H -15.2146 -10.0104 11.0505 0.367
H -14.2684 -10.2795 7.9960 -0.085
```

Calculated values
- HOMO level: -8.79 eV
- Spin multiplicity: 1
- Frontier orbital gap: 9.2 eV
- E: -2284.1050 Ha
- Structure (SMILES): COC[C@H](C)N.COC[C@H](C)N.COC[C@H](C)N.COC[C@H](C)N.COC[C@H](C)N.NC(N)=O.NC(N)=O.CC(C)O.CC(C)O

***

Here is a 11-piece molecular cluster, C28H79NO11 overall at a distorted geometry from the OMol25 dataset. Energies are from ωB97M-V/def2-TZVPD.

```
119
Properties=species:S:1:pos:R:3:mulliken_charge:R:1
C -2.1640 -2.9758 2.0066 -0.891
O -3.2397 -2.9753 1.0679 -0.463
C -2.7717 -2.7397 -0.2766 0.210
C -3.2874 -3.9143 -1.1420 0.046
C -2.7631 -5.2327 -0.5102 -1.319
N -2.7592 -3.8163 -2.5126 -0.604
H -1.5294 -2.1060 1.9264 0.302
H -1.4577 -3.7855 1.8665 0.398
H -2.5982 -3.2238 3.0048 0.456
H -3.2406 -1.8230 -0.6326 0.133
H -1.6314 -2.6869 -0.3078 -0.236
H -4.3883 -3.9617 -1.1526 0.406
H -1.6482 -5.1247 -0.3162 0.143
H -2.9839 -6.0691 -1.1875 0.500
H -3.2854 -5.4657 0.4559 0.251
H -3.0185 -4.6606 -3.0484 0.260
H -3.1605 -3.0066 -2.9922 0.170
C -3.6872 -0.1590 3.6123 -0.380
C -4.5994 0.6175 2.6643 0.190
C -3.8370 0.9727 1.3730 -0.209
O -5.7775 -0.1108 2.4355 -0.612
H -4.1493 -0.2730 4.5779 0.384
H -2.7400 0.3074 3.7740 -0.069
H -3.5311 -1.1295 3.1183 -0.130
H -4.9398 1.5704 3.0856 0.374
H -3.1111 1.7047 1.6093 0.104
H -4.5768 1.3936 0.6385 0.358
H -3.3451 0.1198 0.8931 -0.396
H -5.5753 -1.0169 2.2403 0.369
C -0.3565 2.2749 4.4339 -0.731
C -1.5089 3.0129 5.0790 0.975
C -1.8221 2.8136 6.5699 -1.529
O -1.2608 4.4187 4.9202 -0.545
H 0.6362 2.6003 4.8451 0.396
H -0.3774 2.6344 3.4144 0.271
H -0.3492 1.1776 4.6066 -0.138
H -2.4238 2.7621 4.4970 -0.214
H -1.9197 1.7655 6.9860 0.292
H -2.7133 3.3746 6.7266 0.429
H -1.0075 3.1568 7.1370 0.480
H -0.8901 4.6585 5.7858 0.365
C 5.5198 2.3248 0.3818 -1.087
C 5.6679 3.7798 0.7932 0.568
C 7.1458 4.0768 1.2355 -1.219
O 5.2619 4.5684 -0.3570 -0.533
H 4.4669 2.2223 0.0412 0.095
H 5.6355 1.6475 1.1634 0.458
H 6.1274 2.0315 -0.5115 0.288
H 5.0275 3.9643 1.6589 0.140
H 7.4433 3.4713 2.1238 0.328
H 7.3851 5.1236 1.5902 0.340
H 7.8796 3.8336 0.4382 0.326
H 5.5186 5.5202 -0.3880 0.302
C 2.7806 3.3281 -5.6563 -1.447
C 2.8241 2.4374 -4.4758 0.661
C 2.4860 0.9663 -4.7771 -1.078
O 4.1030 2.5200 -3.8349 -0.561
H 3.1625 4.3025 -5.3805 0.359
H 1.7561 3.4951 -5.9148 0.381
H 3.2051 2.8502 -6.5287 0.352
H 2.0629 2.8063 -3.7235 0.203
H 2.8095 0.2596 -4.0227 0.280
H 3.0999 0.7054 -5.5944 0.453
H 1.3822 0.8317 -4.7665 0.154
H 4.0685 2.3597 -2.8835 0.236
C 4.2670 -4.3615 -0.5694 -0.993
C 4.1222 -3.6204 0.8205 -0.366
O 2.7719 -3.4179 1.1698 -0.466
H 5.3541 -4.6361 -0.6648 0.346
H 3.9485 -3.8215 -1.4724 0.241
H 3.6417 -5.2460 -0.5377 0.281
H 4.6889 -2.6896 0.7023 0.244
H 4.5918 -4.2499 1.5552 0.382
H 2.2311 -2.9839 0.5122 0.232
C -1.8706 4.4290 0.2884 -0.788
C -2.3545 4.7984 -1.1428 -0.125
O -1.2099 4.9929 -2.0688 -0.543
H -2.7877 4.1705 0.8269 0.278
H -1.2817 5.2422 0.7594 0.401
H -1.2393 3.5306 0.1795 0.085
H -2.9069 5.7048 -1.0756 0.361
H -2.9246 3.9060 -1.5003 0.062
H -1.4876 5.2940 -2.9442 0.284
C -0.0646 -1.4206 4.9921 -0.627
C 0.8656 -2.5027 4.5559 -0.301
O 0.6303 -2.6263 3.1743 -0.148
H 0.2208 -1.0254 5.9555 0.460
H -1.1066 -1.7051 4.8984 0.178
H 0.0650 -0.6562 4.2021 -0.130
H 0.6451 -3.5074 5.0881 0.213
H 1.9694 -2.2597 4.7666 0.333
H 1.4335 -2.8858 2.6728 0.203
C -0.0240 -3.5008 -5.4766 -1.360
C 0.6434 -3.3795 -4.1092 -0.163
O -0.1834 -2.8964 -3.0858 0.006
H -0.3774 -2.5515 -5.8699 0.254
H -0.8263 -4.2028 -5.5722 0.359
H 0.7240 -3.8499 -6.1784 0.414
H 1.4173 -2.6373 -4.3487 0.263
H 1.0906 -4.3445 -3.8271 0.368
H -0.9927 -3.4131 -2.8738 0.052
C -3.8172 1.0898 -3.0065 -0.970
C -2.6270 0.8376 -3.9095 -0.036
O -2.0908 -0.4048 -3.5821 -0.342
H -3.5359 1.0266 -1.9378 0.004
H -4.5542 0.2794 -3.0350 0.327
H -4.2634 2.0518 -3.2123 0.407
H -1.8663 1.6615 -3.7001 0.175
H -2.8196 0.8601 -4.9901 0.281
H -1.2649 -0.6913 -3.9287 0.072
C 0.4594 -0.2842 0.2282 -0.564
C 0.8321 -1.1003 -0.9911 0.121
O 0.9613 -2.4857 -0.6857 -0.498
H 0.9951 0.6601 0.1181 0.494
H 0.8221 -0.8079 1.1284 0.009
H -0.6798 -0.1677 0.3960 -0.143
H 1.8562 -0.7537 -1.3526 0.231
H 0.0914 -0.9891 -1.7402 0.165
H 0.7870 -2.9649 -1.4847 0.178
```

Calculated values
- HOMO level: -9.49 eV
- Spin multiplicity: 1
- Frontier orbital gap: 10.0 eV
- E: -1996.4338 Ha
- Structure (SMILES): COC[C@H](C)N.CC(C)O.CC(C)O.CC(C)O.CC(C)O.CCO.CCO.CCO.CCO.CCO.CCO